No. 1
The following is a DFT calculation (wB97M-V/def2-TZVPD) of the molecule C4H3Br in a non-equilibrium geometry.

Summary:
- E: -74233.953 eV
- Energy relative to the best compared isomer or geometry (same formula, charge and spin): 196.6 kJ/mol
- Orbital gap: 8.31 eV
- Lowest unoccupied orbital energy: -1.99 eV
- HOMO energy: -10.3 eV
- Charge: 0

Each line ends with the natural charge from an NBO analysis.
Cartesian coordinates (Å):
H  -0.37617  0.43297  -1.41447  0.250
C  1.35987  -0.80384  0.06775  -0.440
C  0.34674  -0.05541  0.51463  -0.001
H  0.29783  0.01259  1.70603  0.244
C  2.14312  -1.73750  -0.26805  0.155
Br  -2.44811  -0.12174  -0.09176  0.020
C  -0.61918  0.60374  -0.36402  -0.479
H  -0.70411  1.66919  -0.15011  0.252

No. 2
The following is a DFT calculation (wB97M-V/def2-TZVPD) of the molecule ClH2NO2S in a non-equilibrium geometry.

Summary:
- E: -28974.073 eV
- Energy relative to the best compared isomer or geometry (same formula, charge and spin): 39.0 kJ/mol
- Orbital gap: 11.11 eV
- Structure (SMILES): NS(=O)(=O)Cl
- Lowest unoccupied orbital energy: -0.46 eV
- HOMO energy: -11.6 eV
- Charge: 0

Each line ends with the natural charge from an NBO analysis.
Cartesian coordinates (Å):
S  0.63892  -0.14629  0.00905  2.098
O  1.49793  0.67311  0.86233  -0.860
O  0.71747  -1.65118  0.04987  -0.849
H  -1.50376  -0.32098  -0.23295  0.384
N  -0.99332  0.41506  0.18470  -0.972
Cl  0.92361  0.52692  -1.94133  -0.187
H  -1.28084  0.50335  1.06834  0.387

No. 3
The following is a DFT calculation (wB97M-V/def2-TZVPD) of a 11-piece molecular cluster, C48H122N17O11P3 overall in a non-equilibrium geometry.

Summary:
- E: -127475.334 eV
- Orbital gap: 7.82 eV
- Structure (SMILES): CN(C)P(=O)(N(C)C)N(C)C.CN(C)P(=O)(N(C)C)N(C)C.CN(C)P(=O)(N(C)C)N(C)C.CC1(C)CCCC(C)(C)N1O.CN(C)C=O.CN(C)C=O.CN(C)C=O.CN(C)C=O.CN(C)C=O.CN(C)C=O.CN(C)C=O
- Lowest unoccupied orbital energy: 0.00 eV
- HOMO energy: -7.8 eV
- Charge: 0

Each line ends with the Löwdin charge.
Cartesian coordinates (Å):
C  0.28686  -3.35244  -0.22311  -0.028
H  0.28967  7.34542  0.38208  0.085
N  -4.00756  0.64758  -5.93707  -0.181
H  7.11963  2.62587  -1.04068  0.078
C  -1.38335  0.38790  0.38672  -0.117
N  5.73119  1.38027  -1.85437  -0.306
H  -1.57314  -2.29835  1.19974  0.109
H  1.86029  -1.10442  1.80144  0.073
C  -1.22744  -0.70756  5.17517  -0.323
H  -0.56446  -7.37534  1.68697  0.084
H  -1.75240  1.41497  0.39169  0.098
C  -5.84360  5.38805  4.33131  -0.126
O  3.25049  0.72927  -2.86609  -0.287
H  -1.15672  5.99435  -1.64468  0.088
H  -1.13435  -1.61472  -6.12048  0.069
H  5.21524  -5.01707  0.06872  0.075
H  -2.29769  -4.84034  -3.39147  0.138
C  6.37446  -6.97903  2.42501  -0.126
N  3.83357  -5.33888  1.77679  -0.292
H  5.17356  -6.25998  5.47861  0.070
C  5.34535  -2.50351  1.83510  -0.126
C  -3.03335  -4.88299  -2.57324  -0.358
C  7.07499  1.93401  -1.88502  -0.121
H  1.77554  1.49404  -0.80507  0.051
O  -0.16645  4.03952  2.10476  -0.013
H  4.14626  0.96111  -6.23279  0.079
C  4.21777  -5.34691  0.35807  -0.127
H  -1.15051  1.91554  -1.74422  0.078
H  -0.13767  0.26513  2.11651  0.108
C  -0.92079  4.51976  1.25686  -0.331
H  4.24942  3.74736  -0.03176  0.065
H  2.64569  -2.12812  0.51616  0.066
H  -2.99536  0.66969  -7.73811  0.137
N  3.77566  5.04901  1.72412  -0.171
H  6.12775  -1.88615  1.39633  0.071
H  -3.30908  -2.01268  -2.98667  0.073
C  -5.48553  2.40515  0.45842  -0.128
H  4.04332  2.58664  -5.57704  0.070
C  -0.18212  0.39678  -0.62173  -0.458
H  4.58509  -2.00135  2.43720  0.082
H  1.91725  -0.36041  -1.41828  0.041
C  5.63958  -6.94838  4.77382  -0.124
H  -3.66652  1.55521  5.12242  0.079
N  4.01986  3.23330  -2.90778  -0.306
H  -4.49162  2.01348  0.67622  0.078
H  -1.43504  0.26984  -2.42437  0.068
C  0.97313  1.28519  -0.09636  -0.025
H  3.17709  4.44574  3.63152  0.091
C  -1.55610  -7.21557  1.26763  -0.052
C  -2.52103  -2.56124  -2.46465  -0.052
P  4.76028  -4.86010  3.16204  0.689
H  4.23338  -6.41891  0.14775  0.077
H  0.15582  1.11446  -2.62779  0.065
H  -0.71545  -3.33581  -6.36631  0.085
C  0.98039  -0.75562  -4.91374  -0.040
H  -8.56648  6.17069  3.53347  0.080
C  -8.98845  1.99177  3.37189  -0.118
P  4.44733  1.60789  -2.99747  0.612
H  7.79826  1.13743  -1.70641  0.083
C  -4.43492  -0.73975  -6.06919  -0.057
H  1.93906  -5.52025  2.81248  0.066
C  1.78077  -1.98775  1.16259  -0.027
H  -2.08504  -1.98684  -1.64793  0.057
C  -1.66683  -5.26983  2.73797  -0.328
H  -3.89379  4.15117  1.83223  0.071
H  4.72751  -2.78451  0.98008  0.044
H  6.42429  -2.81807  4.46873  0.081
H  2.17381  3.31326  -3.86567  0.077
N  -8.13914  2.61818  2.36297  -0.290
H  -1.82660  7.07395  -0.43626  0.086
H  2.32932  -6.87541  1.81004  0.081
H  -4.89996  -2.52587  -1.30427  0.088
H  -2.35209  -4.46051  3.03425  0.133
H  6.84829  -0.01375  -3.96403  0.062
C  -3.28937  0.65049  4.64846  -0.065
O  0.73333  -4.38946  -4.57296  -0.013
H  -2.13422  -8.14079  1.26393  0.090
C  -1.54510  6.03803  -0.62672  -0.039
O  -2.75370  2.39956  -6.67969  -0.005
H  -7.24256  6.66926  2.51455  0.079
C  -4.32105  1.29917  -4.67340  -0.059
H  4.47572  6.93162  2.17347  0.132
H  -5.06172  5.48117  1.56970  0.073
H  -5.20042  1.01752  -4.09640  0.089
C  -0.70614  0.94805  -1.98166  -0.012
H  2.65942  4.77451  -2.96577  0.084
H  6.04534  -0.18378  -0.39889  0.074
H  5.61393  2.08517  -6.30766  0.084
H  -8.39894  5.33123  2.07322  0.050
H  -6.22323  6.26326  4.85940  0.087
H  7.42008  -2.41236  3.21624  0.069
C  6.86404  -3.27841  3.58195  -0.135
H  1.80066  -0.70345  -4.19766  0.056
H  -8.26706  2.26309  0.25784  0.059
H  -5.64995  2.67427  -0.58679  0.084
H  1.17646  6.18307  1.42447  0.060
C  -3.55152  -5.80722  1.24882  -0.051
H  4.40074  0.26867  -0.81081  0.062
H  -4.78273  -4.17051  -0.53737  0.080
N  -5.83987  3.54900  1.30266  -0.291
H  -2.16241  -0.16016  -0.14786  0.106
H  1.16736  6.01959  -0.44225  0.094
C  -3.24142  1.28456  -6.85920  -0.330
H  -9.73626  2.39279  1.02742  0.077
H  -3.43476  -5.45218  0.22466  0.043
N  -6.85648  4.85161  3.44703  -0.314
H  -1.04741  2.23043  5.76731  0.092
O  -0.56773  -5.46816  3.25773  -0.005
H  -1.88935  -0.24575  2.32912  0.099
H  -5.40355  -0.76549  -6.56840  0.090
N  -0.58896  5.51074  0.40263  -0.162
H  1.78257  -5.36124  1.13349  0.055
H  2.75588  6.11507  3.23559  0.088
N  -2.25626  -6.11310  1.85871  -0.178
C  0.99734  -3.20860  -4.37968  -0.344
H  -8.84965  2.50010  4.32612  0.078
C  0.66590  6.32669  0.47521  0.008
H  5.64926  4.07517  -1.98463  0.058
H  -4.16182  -6.70717  1.17286  0.096
N  0.31782  -1.01003  -0.72732  -0.106
H  -2.47075  5.46399  -0.66611  0.061
H  -8.81794  3.91009  0.76053  0.061
H  -0.18454  1.52732  4.41653  0.075
C  -0.99277  -0.27370  1.70893  -0.169
H  7.61724  -4.04910  3.73796  0.077
H  5.28247  -0.81564  -4.21906  0.077
H  -4.48468  2.35256  -4.91012  0.082
H  -0.58806  -3.39898  -0.87290  0.061
H  -0.13502  -0.60810  5.26167  0.137
H  7.13986  -7.62602  2.85433  0.079
O  -1.85229  -1.75655  5.33042  -0.009
H  3.45714  -4.84485  -0.24001  0.070
H  1.14679  -3.71994  -0.78150  0.079
C  -7.79825  5.79378  2.85476  -0.108
H  6.70642  -6.28837  1.65027  0.069
C  -4.24179  -3.32271  -0.95307  -0.060
C  2.65729  3.68571  -2.96048  -0.104
O  -3.53172  -5.92255  -2.25525  0.025
H  -3.89476  -0.20405  4.94981  0.089
C  0.41157  -1.97513  0.43280  -0.432
H  -4.87606  5.52673  3.84807  0.069
C  3.68739  3.80062  0.89986  -0.007
C  -0.31940  -2.32799  -6.25080  -0.050
H  -8.85852  0.91143  3.44615  0.080
H  -0.03022  -4.13327  0.47212  0.070
C  5.95087  -0.03428  -4.58185  -0.079
H  -4.55461  -1.25310  -5.11477  0.072
H  5.72548  4.15049  -3.81336  0.081
H  -1.41030  -7.04656  0.19782  0.090
H  0.13451  -0.27731  -4.41980  0.073
H  1.80887  -2.71180  1.97937  0.088
H  1.31644  -0.32184  -5.85484  0.089
O  3.98442  -4.34692  4.39324  -0.337
H  -0.49274  -2.12877  2.48228  0.121
H  -3.76775  -2.83759  -0.09661  0.081
H  7.23609  2.50708  -2.79624  0.073
P  -6.59675  3.26599  2.84136  0.607
O  5.08987  6.28502  0.35829  0.014
H  4.06272  3.01512  1.55648  0.087
H  5.02702  -7.85118  4.73894  0.082
H  -1.65078  2.27908  3.96926  0.077
C  5.10193  4.19801  -2.91987  -0.114
O  -5.93215  2.43802  3.85582  -0.277
H  -5.74345  4.69531  5.16828  0.077
H  -10.04652  2.11264  3.13574  0.073
H  -4.39805  4.52265  0.17843  0.067
C  4.72659  1.75812  -5.76634  -0.111
N  -3.25143  -3.73170  -1.91342  -0.165
N  5.25826  1.30625  -4.48008  -0.311
H  -1.90729  4.20514  0.88043  0.105
H  0.25307  -2.12396  -7.15711  0.089
N  5.88701  -3.67404  2.55405  -0.297
N  0.59351  -2.15415  -5.12754  -0.186
H  0.57972  2.26292  0.19054  0.066
H  5.69759  -7.67382  1.91931  0.073
H  -4.09461  -5.00801  1.75289  0.087
C  2.44501  -5.79191  1.88551  -0.125
H  1.85932  4.73662  2.51716  0.040
H  -1.77061  -2.76375  -3.22775  0.079
H  5.42227  1.37053  0.19764  0.071
C  -1.18313  1.75048  4.79841  -0.070
C  5.40127  0.66481  -0.63517  -0.106
H  6.66611  -7.15530  5.08028  0.078
C  4.55377  6.13051  1.42097  -0.357
C  -0.69489  -1.71772  1.49161  -0.126
H  6.24106  -0.18717  -5.62018  0.078
N  -1.87775  0.48787  4.98502  -0.198
H  -3.47341  1.39922  -3.99261  0.079
H  2.09622  3.26458  -2.12522  0.055
H  -3.65933  -1.35882  -6.52108  0.075
H  2.64938  3.61949  0.61961  0.068
N  5.69442  -6.28771  3.49518  -0.331
H  1.59635  -2.87079  -3.51943  0.125
H  -3.44396  0.69782  3.56870  0.069
C  -8.75034  2.85839  1.03418  -0.109
C  -4.72367  4.50700  1.21801  -0.117
H  1.37313  0.88788  0.83638  0.077
H  -6.27155  1.65320  0.54411  0.065
O  1.36155  -1.11867  -1.63618  -0.030
H  4.78859  5.23889  -2.83232  0.087
C  2.83439  5.10591  2.83227  -0.083

No. 4
The following is a DFT calculation (wB97M-V/def2-TZVPD) of a 2-piece molecular cluster, C3H8O2 overall.

Summary:
- E: -7335.574 eV
- Energy relative to the best compared isomer or geometry (same formula, charge and spin): 46.0 kJ/mol
- Orbital gap: 11.88 eV
- Structure (SMILES): O=CO.CC
- Lowest unoccupied orbital energy: 0.77 eV
- HOMO energy: -11.1 eV
- Charge: 0

Each line ends with the natural charge from an NBO analysis.
Cartesian coordinates (Å):
H  0.30114  -0.85629  3.37665  0.205
H  2.04814  1.44712  2.66180  0.205
H  -1.84280  -0.05996  -5.63213  0.116
C  1.31147  -0.61559  3.05516  -0.614
H  -3.00566  -0.25436  -3.10683  0.491
O  -0.87915  0.20119  -3.84917  -0.573
H  1.96326  -0.55773  3.92375  0.206
C  -1.82710  -0.02467  -4.54061  0.645
H  1.66805  -1.43141  2.41609  0.205
O  -3.06154  -0.29278  -4.07408  -0.679
H  1.59059  0.54671  1.23325  0.205
H  0.38043  1.19064  2.25589  0.202
C  1.35317  0.70714  2.28023  -0.615